Entry from the Open Molecules 2025 dataset: a structure of composition C20H42BiBrN7OS (ωB97M-V/def2-TZVPD).

Calculated values
Highest occupied orbital energy in eV: -17.36
Lowest unoccupied orbital energy in eV: -8.41
Energy in eV: -120592.9057

The geometry in ORCA input format:
```
! RIJCOSX wB97M-V def2-TZVPD def2/J DEFGRID3
* xyz 3 1
Bi 0.41 1.17 0.74
C 3.93 1.39 -0.05
C 3.47 2.74 0.48
N 2.34 2.58 1.43
C 1.73 3.87 1.85
C 0.92 4.52 0.73
N 0.11 3.52 -0.04
C -1.33 3.92 -0.25
C -2.32 2.80 0.02
C -2.39 1.69 -1.02
N -1.10 0.93 -1.17
C -0.43 1.03 -2.50
C 1.06 1.35 -2.40
N 1.71 0.75 -1.21
C 3.21 0.92 -1.30
H 3.89 0.63 0.73
H 4.98 1.47 -0.33
H 3.14 3.38 -0.34
H 4.28 3.27 0.98
H 2.72 2.15 2.27
H 2.50 4.57 2.18
H 1.09 3.67 2.70
H 1.57 5.06 0.04
H 0.27 5.26 1.18
H 0.53 3.48 -0.96
H -1.44 4.28 -1.27
H -1.55 4.76 0.40
H -3.32 3.25 0.07
H -2.15 2.38 1.02
H -2.68 2.09 -1.99
H -3.16 0.98 -0.72
H -1.29 -0.06 -1.03
H -0.92 1.79 -3.10
H -0.57 0.08 -3.02
H 1.25 2.42 -2.38
H 1.55 0.98 -3.31
H 1.52 -0.26 -1.25
H 3.40 1.64 -2.10
H 3.63 -0.04 -1.62
C -3.85 -3.32 2.06
C -3.18 -2.05 2.49
C -3.51 -1.41 3.68
C -2.85 -0.26 4.06
C -1.88 0.22 3.21
Br -0.93 1.82 3.70
N -1.54 -0.34 2.06
C -2.19 -1.46 1.71
H -4.89 -3.35 2.39
H -3.35 -4.19 2.50
H -3.84 -3.44 0.97
H -4.28 -1.83 4.32
H -3.08 0.25 4.99
H -1.88 -1.91 0.77
O 0.13 -1.73 -1.01
S -0.35 -2.70 -2.10
C -1.17 -4.10 -1.31
C -1.01 -5.22 -2.34
C 0.38 -5.08 -3.03
C 1.03 -3.77 -2.55
H -2.21 -3.85 -1.11
H -0.63 -4.29 -0.38
H -1.80 -5.17 -3.08
H -1.11 -6.19 -1.84
H 0.27 -5.08 -4.11
H 1.03 -5.91 -2.78
H 1.64 -3.28 -3.31
H 1.62 -3.90 -1.64
N 2.49 -1.64 0.68
N 1.82 -0.86 1.69
H 1.75 -2.06 0.12
H 3.02 -2.39 1.12
H 2.54 -0.49 2.31
H 1.21 -1.44 2.28
*
```

***

Entry from the Open Molecules 2025 dataset: a cluster of 3 separate species, C20H42BrN5O8P2 in total at a distorted geometry (ωB97M-V/def2-TZVPD).

Calculated values
Highest occupied orbital energy in eV: -8.45
SMILES string: CCP(CC)[C@@](C#N)(P(O)O)[C@@](Br)(C#N)ON=O.COCCNCCOC.COCCNCCOC
Lowest unoccupied orbital energy in eV: -0.90
Energy in eV: -133865.3965

The geometry in ORCA input format:
```
! RIJCOSX wB97M-V def2-TZVPD def2/J DEFGRID3
* xyz 0 1
C -0.12 0.32 -1.91
C 1.36 0.01 -1.65
P 1.79 -1.16 -0.28
C 3.41 -0.57 0.36
C 3.68 0.94 0.49
C 0.51 -0.94 1.11
C 0.17 0.46 1.33
N -0.11 1.58 1.41
P -1.09 -2.02 0.74
O -0.74 -2.77 -0.65
O -2.06 -0.77 0.32
C 1.12 -1.45 2.45
Br -0.33 -1.77 3.79
C 1.83 -2.74 2.31
N 2.47 -3.68 2.17
O 1.97 -0.46 2.93
N 2.22 -0.52 4.43
O 2.46 0.53 4.79
H -0.71 -0.55 -2.19
H -0.17 1.00 -2.76
H -0.61 0.82 -1.08
H 1.90 0.96 -1.58
H 1.75 -0.48 -2.54
H 3.61 -1.05 1.32
H 4.12 -1.02 -0.34
H 4.72 1.15 0.21
H 3.58 1.26 1.53
H 3.04 1.56 -0.14
H -0.82 -2.24 -1.45
H -2.97 -1.08 0.39
C -5.76 1.15 6.20
O -5.52 -0.22 6.44
C -6.69 -1.02 6.63
C -6.95 -1.92 5.44
N -7.37 -1.16 4.27
C -7.38 -1.90 3.01
C -6.09 -2.56 2.54
O -5.08 -1.65 2.11
C -4.33 -1.04 3.14
H -4.81 1.66 6.32
H -6.14 1.34 5.19
H -6.48 1.56 6.92
H -7.56 -0.38 6.84
H -6.51 -1.65 7.50
H -7.74 -2.62 5.71
H -6.04 -2.50 5.27
H -6.78 -0.35 4.17
H -7.70 -1.21 2.23
H -8.14 -2.68 3.08
H -6.33 -3.15 1.66
H -5.67 -3.25 3.28
H -4.16 -1.71 3.98
H -4.81 -0.12 3.50
H -3.37 -0.76 2.71
C 1.88 2.38 -5.19
O 2.55 1.34 -4.51
C 2.99 0.26 -5.33
C 4.50 0.27 -5.50
N 4.94 1.38 -6.32
C 6.38 1.63 -6.32
C 7.09 1.89 -4.99
O 6.78 3.13 -4.39
C 5.57 3.19 -3.68
H 1.40 3.00 -4.44
H 2.57 3.01 -5.77
H 1.12 1.98 -5.87
H 2.48 0.28 -6.29
H 2.72 -0.66 -4.82
H 4.79 -0.67 -5.99
H 4.94 0.27 -4.50
H 4.47 2.23 -6.02
H 6.56 2.49 -6.96
H 6.87 0.77 -6.80
H 8.16 1.92 -5.21
H 6.94 1.07 -4.27
H 5.35 2.24 -3.17
H 4.72 3.44 -4.33
H 5.66 3.97 -2.93
*
```

***

Entry from the Open Molecules 2025 dataset: a cluster of 3 separate species, C20H42I2N4O6 in total at a distorted geometry (ωB97M-V/def2-TZVPD).

Calculated values
Highest occupied orbital energy in eV: -8.43
SMILES string: [H]/N=C\C[C@]1(I)NC(=O)[C@H](I)[C@H]1COC.COCCNCCOC.COCCNCCOC
Lowest unoccupied orbital energy in eV: -0.34
Energy in eV: -55861.3882

The geometry in ORCA input format:
```
! RIJCOSX wB97M-V def2-TZVPD def2/J DEFGRID3
* xyz 0 1
H -4.32 2.64 1.56
N -4.77 3.11 0.75
C -3.90 4.02 0.36
C -2.48 4.20 1.11
C -1.42 3.08 0.69
I 0.56 4.02 0.70
N -1.57 2.74 -0.79
C -0.67 1.56 -0.92
O 0.33 1.42 -1.63
C -1.28 0.55 0.16
I -3.25 0.13 -0.76
C -1.62 1.63 1.32
C -1.18 1.32 2.82
O -0.50 2.41 3.49
C -0.49 2.13 4.92
H -4.21 4.70 -0.50
H -2.13 5.26 0.83
H -2.59 4.16 2.25
H -1.04 3.44 -1.34
H -0.70 -0.38 0.46
H -2.76 1.55 1.38
H -2.14 1.13 3.42
H -0.60 0.33 2.83
H 0.13 1.21 5.18
H -1.54 1.97 5.33
H 0.00 3.04 5.43
C -4.35 -2.71 2.76
O -3.17 -2.01 3.11
C -2.95 -1.89 4.51
C -1.89 -2.88 5.01
N -2.36 -4.26 4.99
C -1.31 -5.29 5.04
C -0.13 -5.21 4.06
O -0.43 -5.53 2.71
C -1.16 -4.54 2.01
H -4.59 -2.48 1.72
H -4.20 -3.79 2.82
H -5.20 -2.43 3.39
H -3.88 -1.97 5.08
H -2.56 -0.88 4.67
H -1.60 -2.61 6.03
H -1.01 -2.74 4.37
H -2.93 -4.42 4.17
H -1.82 -6.25 4.88
H -0.92 -5.31 6.06
H 0.59 -5.98 4.38
H 0.41 -4.26 4.12
H -0.81 -3.53 2.24
H -2.22 -4.65 2.23
H -1.03 -4.71 0.94
C 2.85 2.20 -3.13
O 3.65 2.90 -4.07
C 5.02 2.51 -4.07
C 5.35 1.59 -5.25
N 4.76 0.26 -5.10
C 4.66 -0.53 -6.33
C 4.03 0.09 -7.59
O 2.62 0.26 -7.54
C 2.18 1.32 -6.70
H 1.93 2.77 -2.98
H 2.56 1.22 -3.50
H 3.35 2.09 -2.16
H 5.33 2.07 -3.12
H 5.60 3.43 -4.21
H 6.44 1.49 -5.34
H 4.99 2.09 -6.15
H 3.84 0.34 -4.69
H 4.08 -1.42 -6.08
H 5.67 -0.88 -6.59
H 4.20 -0.61 -8.41
H 4.52 1.02 -7.90
H 2.81 2.21 -6.79
H 2.12 0.98 -5.68
H 1.16 1.59 -7.01
*
```